Formula: C36H32BBrCuFN6
Source: the Open Molecules 2025 dataset
Level of theory: ωB97M-V/def2-TZVPD

CARTESIAN COORDINATES (ANGSTROEM)
Cu (-0.773, 0.266, -0.338)
C (4.492, 0.294, 1.234)
C (3.424, 0.302, 0.194)
C (3.567, 0.278, -1.176)
C (2.256, 0.299, -1.683)
N (1.387, 0.327, -0.677)
N (2.107, 0.335, 0.476)
B (1.470, 0.314, 1.889)
N (0.733, -1.022, 2.061)
N (0.232, -1.613, 0.971)
C (-0.154, -2.832, 1.326)
C (0.070, -3.023, 2.700)
C (0.650, -1.848, 3.129)
C (1.123, -1.484, 4.494)
C (-0.635, -3.787, 0.325)
C (-1.496, -4.823, 0.674)
C (-1.922, -5.735, -0.277)
C (-1.487, -5.624, -1.589)
C (-0.625, -4.596, -1.944)
C (-0.201, -3.682, -0.996)
N (0.604, 1.574, 2.056)
N (-0.028, 2.095, 0.977)
C (-0.333, 3.351, 1.286)
C (0.051, 3.632, 2.610)
C (0.665, 2.486, 3.054)
C (1.314, 2.242, 4.373)
C (-0.806, 4.349, 0.318)
C (-0.394, 4.283, -1.012)
C (-0.767, 5.271, -1.908)
C (-1.554, 6.335, -1.491)
C (-1.963, 6.411, -0.168)
C (-1.584, 5.427, 0.731)
C (1.830, 0.288, -3.090)
C (0.492, 0.414, -3.454)
C (0.124, 0.408, -4.791)
C (1.080, 0.272, -5.786)
C (2.416, 0.149, -5.433)
C (2.785, 0.160, -4.099)
H (5.467, 0.272, 0.749)
H (4.410, -0.578, 1.883)
H (4.441, 1.180, 1.866)
H (4.495, 0.257, -1.719)
H (2.332, 0.363, 2.717)
H (-0.107, -3.905, 3.290)
H (1.036, -2.347, 5.153)
H (0.528, -0.677, 4.922)
H (2.165, -1.159, 4.485)
H (-1.860, -4.891, 1.691)
H (-2.608, -6.524, 0.003)
H (-1.823, -6.334, -2.335)
H (-0.289, -4.497, -2.969)
H (0.466, -2.873, -1.264)
H (-0.033, 4.568, 3.134)
H (1.241, 3.141, 4.983)
H (2.369, 1.986, 4.260)
H (0.837, 1.428, 4.918)
H (0.216, 3.451, -1.331)
H (-0.455, 5.196, -2.942)
H (-1.853, 7.100, -2.197)
H (-2.583, 7.235, 0.164)
H (-1.919, 5.477, 1.760)
H (-0.286, 0.550, -2.717)
H (-0.924, 0.523, -5.040)
H (0.788, 0.268, -6.829)
H (3.175, 0.046, -6.199)
H (3.831, 0.065, -3.838)
Br (-2.294, 1.745, -1.488)
F (-5.278, -3.774, 0.358)
C (-4.323, -2.818, 0.155)
C (-3.789, -2.667, -1.107)
C (-2.803, -1.706, -1.297)
C (-2.345, -0.914, -0.247)
C (-2.930, -1.090, 1.006)
C (-3.920, -2.045, 1.221)
H (-4.137, -3.300, -1.914)
H (-2.399, -1.567, -2.293)
H (-2.614, -0.481, 1.847)
H (-4.374, -2.194, 2.193)

Forces on atoms 1 to 2 (eV/Å):
Cu -0.21 -0.13 -0.07
C 0.04 0.00 0.05

2S+1: 2
charge: -1
Kohn-Sham gap (alpha / beta): 6.7 / 7.3 eV

Formula: C22H45O12Zn
Source: the Open Molecules 2025 dataset
Level of theory: ωB97M-V/def2-TZVPD

CARTESIAN COORDINATES (ANGSTROEM)
Zn (1.416, -6.259, 1.541)
C (0.215, -0.598, 2.419)
O (0.784, -1.890, 2.532)
H (-0.774, -0.621, 1.964)
H (0.056, -0.082, 3.366)
H (0.864, 0.082, 1.868)
C (-6.353, -0.733, -8.758)
O (-5.922, -0.740, -7.408)
C (-5.063, 0.232, -6.979)
O (-4.474, 1.041, -7.670)
O (-5.042, 0.175, -5.592)
C (-4.249, 1.111, -4.874)
H (-6.647, 0.260, -9.097)
H (-7.112, -1.507, -8.872)
H (-5.497, -1.056, -9.350)
H (-4.093, 0.730, -3.865)
H (-4.855, 1.997, -4.679)
H (-3.268, 1.215, -5.336)
C (-9.234, -0.888, -1.238)
O (-8.206, -0.976, -0.291)
C (-8.166, -0.085, 0.753)
O (-9.010, 0.729, 1.044)
O (-7.019, -0.287, 1.407)
C (-6.764, 0.470, 2.617)
H (-8.860, -1.462, -2.086)
H (-9.666, 0.090, -1.452)
H (-10.128, -1.429, -0.927)
H (-5.849, 0.194, 3.142)
H (-7.587, 0.252, 3.298)
H (-6.828, 1.535, 2.392)
C (-3.531, -5.646, -3.242)
C (-2.055, -5.308, -3.572)
O (-1.259, -5.183, -2.652)
C (-1.744, -5.005, -5.023)
H (-3.643, -6.698, -3.505)
H (-4.211, -5.038, -3.838)
H (-3.666, -5.482, -2.173)
H (-2.709, -4.832, -5.500)
H (-1.245, -5.893, -5.411)
H (-1.038, -4.177, -5.102)
C (8.066, -4.334, 3.019)
C (7.582, -4.517, 1.582)
O (6.454, -4.959, 1.297)
C (8.545, -4.182, 0.529)
H (8.863, -3.594, 2.940)
H (8.453, -5.284, 3.387)
H (7.219, -4.007, 3.623)
H (9.446, -3.716, 0.930)
H (8.055, -3.499, -0.165)
H (8.820, -5.084, -0.017)
C (-0.591, 6.149, 5.670)
C (0.399, 7.284, 5.751)
O (1.454, 7.148, 6.360)
C (0.026, 8.619, 5.105)
H (-1.532, 6.374, 6.171)
H (-0.056, 5.419, 6.277)
H (-0.674, 5.766, 4.653)
H (-0.944, 8.989, 5.437)
H (0.024, 8.401, 4.037)
H (0.709, 9.461, 5.213)
C (4.085, 0.885, -3.059)
C (5.449, 1.299, -3.596)
O (6.239, 0.510, -4.068)
C (5.800, 2.772, -3.290)
H (4.137, 0.010, -2.411)
H (3.286, 0.818, -3.797)
H (3.728, 1.620, -2.338)
H (6.231, 2.870, -2.293)
H (4.937, 3.437, -3.336)
H (6.567, 3.212, -3.928)
C (4.627, 1.021, 7.205)
C (5.723, 1.368, 6.219)
O (6.889, 1.201, 6.575)
C (5.393, 1.820, 4.824)
H (4.116, 0.215, 6.678)
H (4.000, 1.904, 7.327)
H (4.921, 0.636, 8.182)
H (5.427, 0.898, 4.244)
H (6.140, 2.523, 4.454)
H (4.422, 2.310, 4.758)

Forces on atoms 1 to 2 (eV/Å):
Zn 0.00 0.30 -0.03
C 1.48 -2.43 -1.61

charge: +1
Kohn-Sham gap: 1.7 eV
energy relative to the best compared isomer or geometry (same formula, charge and spin): 242.8 kcal/mol

Formula: C21H24N4O7S
Source: the Open Molecules 2025 dataset
Level of theory: ωB97M-V/def2-TZVPD

CARTESIAN COORDINATES (ANGSTROEM)
C (-5.807, -3.467, -0.314)
C (-4.419, -2.936, -0.125)
C (-3.565, -2.778, -1.208)
C (-2.277, -2.301, -1.045)
C (-1.802, -1.974, 0.222)
C (-2.649, -2.143, 1.317)
C (-3.938, -2.609, 1.137)
H (-4.578, -2.728, 1.999)
H (-2.290, -1.896, 2.301)
N (-0.492, -1.512, 0.424)
S (-0.171, -0.212, 1.418)
O (1.251, 0.001, 1.374)
O (-0.740, -0.446, 2.712)
C (-1.010, 1.259, 0.798)
C (-2.363, 1.224, 0.509)
C (-2.997, 2.383, 0.103)
C (-2.266, 3.562, 0.012)
C (-0.911, 3.600, 0.321)
C (-0.284, 2.435, 0.721)
H (0.768, 2.419, 0.954)
H (-0.374, 4.532, 0.242)
N (-2.931, 4.775, -0.408)
O (-2.272, 5.790, -0.448)
O (-4.106, 4.701, -0.694)
H (-4.049, 2.393, -0.141)
H (-2.911, 0.301, 0.597)
C (0.570, -1.869, -0.482)
H (0.381, -2.872, -0.868)
H (1.479, -1.896, 0.121)
C (0.761, -0.866, -1.654)
O (0.210, 0.389, -1.343)
H (0.930, 1.019, -1.146)
H (0.215, -1.229, -2.538)
C (2.243, -0.773, -2.040)
N (3.106, -0.356, -0.955)
C (3.198, 0.895, -0.437)
O (2.511, 1.842, -0.752)
C (4.356, 0.885, 0.554)
N (4.709, -0.518, 0.550)
C (3.985, -1.254, -0.312)
O (4.052, -2.431, -0.550)
H (5.358, -0.928, 1.198)
C (5.503, 1.739, -0.003)
H (6.328, 1.761, 0.705)
H (5.859, 1.329, -0.946)
H (5.152, 2.753, -0.171)
C (3.921, 1.373, 1.932)
H (3.640, 2.421, 1.870)
H (4.739, 1.265, 2.641)
H (3.062, 0.800, 2.270)
H (2.604, -1.755, -2.356)
H (2.351, -0.055, -2.860)
H (-1.649, -2.177, -1.911)
H (-3.913, -3.026, -2.201)
H (-6.446, -3.191, 0.521)
H (-5.785, -4.556, -0.378)
H (-6.245, -3.087, -1.235)

Forces on atoms 1 to 2 (eV/Å):
C 0.04 -0.07 -0.01
C 0.01 0.07 -0.03

charge: 0
Kohn-Sham gap: 8.1 eV
energy relative to the best compared isomer or geometry (same formula, charge and spin): 0.0 kcal/mol

Formula: C12H42O9
Source: the Open Molecules 2025 dataset
Level of theory: ωB97M-V/def2-TZVPD

CARTESIAN COORDINATES (ANGSTROEM)
O (-0.119, -4.129, -1.306)
H (0.365, -3.422, -1.733)
H (0.312, -4.929, -1.607)
O (-0.622, -1.142, -2.895)
H (0.078, -0.491, -2.858)
H (-0.720, -1.338, -3.827)
O (-0.786, -3.540, 1.265)
H (-0.674, -2.647, 0.939)
H (-0.549, -4.098, 0.523)
O (-2.728, -2.973, -1.679)
H (-2.018, -3.575, -1.458)
H (-2.303, -2.269, -2.170)
O (-0.312, -0.845, -0.025)
H (0.333, -0.254, 0.364)
H (-0.250, -0.682, -0.967)
C (-3.552, 0.605, -0.375)
C (-4.465, 0.191, 0.800)
C (-4.266, 1.044, 2.134)
O (-5.869, 0.192, 0.375)
H (-3.805, 0.288, -1.387)
H (-2.589, 0.155, -0.131)
H (-3.449, 1.680, -0.521)
H (-4.294, -0.852, 1.064)
H (-4.472, 0.512, 3.063)
H (-4.626, 2.073, 2.151)
H (-3.184, 1.165, 2.184)
H (-6.428, -0.012, 1.129)
C (1.802, 3.565, -1.294)
C (1.178, 2.730, -0.182)
C (-0.312, 2.538, 0.001)
O (1.906, 1.560, -0.026)
H (1.640, 3.026, -2.227)
H (2.860, 3.657, -1.047)
H (1.294, 4.510, -1.486)
H (1.509, 3.222, 0.733)
H (-0.536, 2.452, 1.064)
H (-0.696, 1.745, -0.641)
H (-0.887, 3.405, -0.324)
H (2.532, 1.712, 0.685)
C (0.391, 0.942, 3.464)
C (0.878, -0.094, 4.502)
C (0.908, -1.592, 3.990)
O (2.215, 0.413, 4.896)
H (0.476, 1.949, 3.873)
H (-0.608, 0.787, 3.058)
H (1.085, 0.838, 2.630)
H (0.284, -0.080, 5.416)
H (1.620, -1.721, 3.176)
H (0.047, -2.158, 3.636)
H (1.152, -2.252, 4.823)
H (2.734, 0.455, 4.089)
C (2.946, -1.426, -3.795)
C (3.125, -0.396, -2.553)
C (3.734, 0.946, -2.988)
O (1.837, -0.143, -2.012)
H (1.993, -1.291, -4.307)
H (2.930, -2.415, -3.338)
H (3.756, -1.417, -4.524)
H (3.751, -0.769, -1.743)
H (3.074, 1.493, -3.661)
H (4.713, 0.985, -3.468)
H (3.836, 1.516, -2.065)
H (1.825, 0.603, -1.408)

Forces on atoms 1 to 2 (eV/Å):
O 0.02 -0.48 -0.25
H 0.11 0.64 -0.04

2S+1: 2
charge: -1
Kohn-Sham gap (alpha / beta): 2.2 / 9.6 eV
energy relative to the best compared isomer or geometry (same formula, charge and spin): 0.0 kcal/mol

Formula: C3H7N3O
Source: the Open Molecules 2025 dataset
Level of theory: ωB97M-V/def2-TZVPD

CARTESIAN COORDINATES (ANGSTROEM)
C (2.104, 0.737, 0.276)
N (1.441, -0.542, 0.398)
C (0.131, -0.870, 0.209)
O (-0.245, -2.025, 0.343)
N (-0.749, 0.148, -0.138)
C (-2.081, -0.168, -0.372)
N (-2.913, 0.716, -0.742)
H (1.758, 1.459, 1.026)
H (1.985, 1.174, -0.724)
H (3.175, 0.590, 0.442)
H (1.958, -1.378, 0.617)
H (-0.466, 1.109, -0.277)
H (-2.271, -1.228, -0.200)
H (-3.827, 0.280, -0.857)

Forces on atoms 1 to 2 (eV/Å):
C 0.02 0.16 -0.01
N -0.18 -0.19 -0.02

charge: 0
Kohn-Sham gap: 10.5 eV
energy relative to the best compared isomer or geometry (same formula, charge and spin): 4.3 kcal/mol

Formula: CH5N3S
Source: the Open Molecules 2025 dataset
Level of theory: ωB97M-V/def2-TZVPD

CARTESIAN COORDINATES (ANGSTROEM)
C (-1.587, -0.023, 0.383)
N (1.735, 0.534, -0.005)
N (-0.450, -0.538, -0.326)
N (0.822, -0.567, 0.285)
S (-3.083, 0.184, -0.167)
H (-1.313, 0.267, 1.440)
H (1.868, 0.593, -0.971)
H (1.167, 1.210, 0.351)
H (-0.392, -0.234, -1.241)
H (1.233, -1.427, 0.252)

Forces on atoms 1 to 2 (eV/Å):
C 2.43 -0.11 0.71
N -0.21 -3.97 1.27

charge: 0
Kohn-Sham gap: 9.2 eV
energy relative to the best compared isomer or geometry (same formula, charge and spin): 55.6 kcal/mol

Formula: C15H22BMnO7Se2
Source: the Open Molecules 2025 dataset
Level of theory: ωB97M-V/def2-TZVPD

CARTESIAN COORDINATES (ANGSTROEM)
Mn (0.206, 0.372, -0.438)
O (0.030, -4.904, -3.267)
C (0.047, -3.833, -2.709)
C (-0.472, -3.542, -1.322)
O (-0.986, -4.346, -0.561)
C (-0.207, -2.130, -1.105)
C (0.408, -1.538, -2.233)
O (0.732, -0.300, -2.245)
C (0.614, -2.544, -3.279)
O (1.133, -2.416, -4.371)
O (-0.459, -1.424, -0.051)
C (2.689, -1.678, 2.054)
Se (2.690, -0.450, 0.548)
C (2.910, 1.188, 1.593)
C (1.770, 1.493, 2.552)
Se (0.036, 1.735, 1.627)
C (-0.977, 0.319, 2.506)
H (3.640, -1.626, 2.580)
H (2.554, -2.672, 1.633)
H (1.863, -1.473, 2.731)
H (3.015, 1.978, 0.849)
H (3.852, 1.124, 2.141)
H (1.979, 2.417, 3.093)
H (1.647, 0.701, 3.291)
H (-0.981, 0.479, 3.582)
H (-0.567, -0.650, 2.233)
H (-1.979, 0.413, 2.094)
C (-4.006, 2.935, -1.487)
C (-3.872, 1.634, -0.700)
C (-4.936, 1.568, 0.380)
O (-2.574, 1.635, -0.086)
B (-1.668, 0.911, -0.907)
O (-2.403, 0.338, -1.949)
C (-3.796, 0.383, -1.619)
C (-4.613, 0.476, -2.894)
C (-4.121, -0.913, -0.880)
H (-3.826, 3.771, -0.810)
H (-5.002, 3.043, -1.922)
H (-3.263, 2.973, -2.285)
H (-4.910, 2.484, 0.973)
H (-4.767, 0.722, 1.046)
H (-5.932, 1.473, -0.062)
H (-4.278, 1.301, -3.519)
H (-5.675, 0.610, -2.666)
H (-4.496, -0.448, -3.461)
H (-3.542, -0.986, 0.042)
H (-3.832, -1.752, -1.513)
H (-5.186, -0.997, -0.648)

Forces on atoms 1 to 2 (eV/Å):
Mn 0.61 0.23 -0.22
O -0.02 -0.03 0.00

2S+1: 2
charge: -1
Kohn-Sham gap (alpha / beta): 5.8 / 5.6 eV
energy relative to the best compared isomer or geometry (same formula, charge and spin): 3.2 kcal/mol

Formula: C16H18O5
Source: the Open Molecules 2025 dataset
Level of theory: ωB97M-V/def2-TZVPD

CARTESIAN COORDINATES (ANGSTROEM)
C (-4.901, -0.594, 1.332)
C (-5.337, 0.621, 0.514)
C (-4.518, 1.103, -0.751)
H (-5.139, 1.786, -1.281)
H (-4.556, -0.016, -1.557)
O (-3.471, 1.475, -0.338)
C (-2.391, 0.680, -0.128)
C (-1.195, 1.496, 0.052)
C (-0.014, 0.843, 0.199)
C (0.211, -0.584, -0.058)
C (-1.030, -0.990, -0.504)
C (-2.284, -0.447, -0.748)
H (-3.003, -1.282, -1.128)
H (-0.894, -2.140, -0.769)
C (1.455, -1.182, -0.024)
C (2.432, -0.445, 0.675)
C (2.357, 0.834, 0.953)
O (3.171, 1.653, 1.394)
O (1.188, 1.646, 0.697)
C (3.886, -0.829, 0.869)
C (4.867, 0.135, 0.121)
O (5.854, 0.484, 0.873)
O (4.496, 0.750, -0.905)
C (5.266, 1.694, -1.353)
H (5.311, 2.701, -1.133)
H (6.441, 1.309, -1.624)
H (4.924, 1.681, -2.508)
H (4.167, -0.839, 1.784)
H (4.031, -1.855, 0.353)
C (1.611, -2.660, -0.163)
H (1.388, -2.661, -1.344)
H (0.812, -3.214, 0.210)
H (2.591, -2.977, 0.013)
H (-1.267, 2.388, 0.423)
H (-6.551, 0.380, 0.204)
H (-5.450, 1.688, 1.233)
H (-4.946, -1.464, 0.431)
H (-3.931, -0.409, 1.845)
H (-5.582, -0.758, 2.139)

Forces on atoms 1 to 2 (eV/Å):
C 0.87 -0.55 -3.04
C -5.00 2.58 0.71

charge: 0
Kohn-Sham gap: 7.6 eV
energy relative to the best compared isomer or geometry (same formula, charge and spin): 253.0 kcal/mol